[1]
{
  "formula": "C22H16ClCsIN3O10P2",
  "method": "the ωB97M-V functional and the def2-TZVPD basis",
  "e_homo_ev": -2.55,
  "orbital_gap_ev": 6.226,
  "relative_energy_ev": 0.000,
  "total_charge": -2,
  "elements": ["Cs", "I", "Cl", "P", "P", "O", "O", "O", "O", "O", "O", "O", "O", "O", "O", "N", "N", "N", "C", "C", "C", "C", "C", "C", "C", "C", "C", "C", "C", "C", "C", "C", "C", "C", "C", "C", "C", "C", "C", "C", "H", "H", "H", "H", "H", "H", "H", "H", "H", "H", "H", "H", "H", "H", "H", "H"],
  "positions_angstrom": [[0.196, -1.525, -0.663], [4.780, -2.076, 2.594], [8.526, -0.958, -1.551], [-3.348, 0.101, -1.026], [-3.273, -2.786, -1.821], [-2.396, 7.189, 2.236], [-3.188, -2.166, -3.367], [-4.103, 0.768, 0.059], [-3.733, -1.479, -1.001], [-4.370, -3.783, -1.795], [2.910, -1.793, -0.046], [-1.581, 6.965, 0.199], [-1.891, -3.142, -1.418], [-3.967, 0.549, -2.462], [-1.859, 0.213, -1.081], [-1.127, 0.908, 2.252], [-1.033, -1.908, 2.701], [3.464, -1.196, -2.555], [-1.314, 2.279, 2.023], [-1.555, 4.518, 2.853], [-1.653, 4.997, 1.543], [6.530, -1.454, 0.188], [6.849, -1.187, -1.118], [-2.162, -1.257, 2.377], [3.711, -0.926, -3.821], [-1.391, 2.743, 0.710], [-1.381, 3.168, 3.093], [-2.175, 0.208, 2.341], [5.208, -1.650, 0.592], [4.117, -1.601, -0.300], [-1.008, -3.219, 2.511], [5.000, -0.729, -4.328], [-3.253, -3.278, 1.701], [-1.860, 6.428, 1.239], [-3.298, -1.908, 1.899], [-1.555, 4.095, 0.481], [6.073, -0.809, -3.469], [5.842, -1.090, -2.112], [-2.084, -3.947, 2.011], [4.491, -1.287, -1.703], [5.133, -0.513, -5.381], [-3.497, 0.017, -3.127], [-2.688, 6.613, 2.948], [7.087, -0.658, -3.814], [-1.371, 2.021, -0.100], [-1.573, 5.196, 3.700], [-1.641, 4.474, -0.529], [-0.056, -3.704, 2.705], [-4.034, -2.363, -3.790], [-4.085, -3.796, 1.240], [-3.168, 0.651, 2.236], [-1.975, -5.005, 1.814], [-4.152, -1.323, 1.585], [7.317, -1.517, 0.928], [-1.287, 2.791, 4.103], [2.852, -0.857, -4.483]],
  "mulliken_charge": [1.32, -0.01, -0.33, 0.49, 0.66, -0.49, -0.56, -0.75, 0.10, -0.80, -0.68, -0.58, -0.68, -0.58, -0.64, -0.45, -0.45, -0.21, 0.16, -0.80, 0.78, -0.52, 0.46, 0.57, -0.41, -0.07, -0.54, -0.38, -0.44, 0.28, -0.46, -0.52, -0.39, 0.67, -0.48, -1.11, -0.68, 0.43, -0.14, 0.08, 0.36, 0.35, 0.30, 0.36, 0.67, 0.30, 0.42, 0.41, 0.28, 0.38, 0.39, 0.33, 0.37, 0.36, 0.46, 0.39]
}

[2]
{
  "formula": "C42H36N3P2SbSe4Tc",
  "method": "the ωB97M-V functional and the def2-TZVPD basis",
  "e_homo_ev": -10.01,
  "orbital_gap_ev": 5.918,
  "relative_energy_ev": 0.822,
  "total_charge": 1,
  "elements": ["Sb", "Tc", "Se", "Se", "Se", "Se", "P", "P", "N", "N", "N", "C", "C", "C", "C", "C", "C", "C", "C", "C", "C", "C", "C", "C", "C", "C", "C", "C", "C", "C", "C", "C", "C", "C", "C", "C", "C", "C", "C", "C", "C", "C", "C", "C", "C", "C", "C", "C", "C", "C", "C", "C", "C", "H", "H", "H", "H", "H", "H", "H", "H", "H", "H", "H", "H", "H", "H", "H", "H", "H", "H", "H", "H", "H", "H", "H", "H", "H", "H", "H", "H", "H", "H", "H", "H", "H", "H", "H", "H"],
  "positions_angstrom": [[-1.500, 0.613, -5.847], [0.062, 0.841, -0.075], [-1.493, 2.788, -4.421], [-3.452, 0.368, -7.087], [0.034, -1.108, -5.454], [-2.454, 1.891, -2.591], [-0.853, -1.188, -0.930], [-0.212, -0.908, 1.730], [-1.360, -1.597, 0.670], [-1.045, 2.005, -0.830], [0.939, 2.377, 1.249], [0.688, -4.885, -1.794], [-2.412, 3.491, 0.568], [-1.443, 3.323, -0.410], [-2.492, -0.003, 3.028], [-0.572, -0.401, 4.440], [-2.389, -1.444, -1.842], [2.326, 2.060, 1.522], [-4.753, -1.536, -3.304], [2.017, -4.586, -2.093], [3.396, 2.405, -3.250], [1.579, -2.249, -1.720], [0.740, -2.365, 2.201], [1.988, -2.586, 1.624], [1.401, 1.159, -2.771], [-2.612, 0.452, 5.390], [2.728, 1.945, 2.846], [-3.587, -2.074, -3.834], [0.248, -2.537, -1.434], [2.786, 1.917, -0.956], [-2.788, 4.774, 0.956], [-1.293, 0.038, 5.542], [-4.745, -0.962, -2.037], [-3.211, 0.433, 4.136], [3.654, 2.485, -1.889], [-0.195, -3.865, -1.469], [-1.234, 5.705, -0.628], [2.615, -3.817, 1.775], [0.758, -4.595, 3.102], [-3.564, -0.908, -1.312], [2.285, 1.700, -3.694], [2.462, -3.274, -2.055], [0.127, -3.369, 2.953], [4.050, 1.672, 3.155], [4.965, 1.503, 2.125], [1.602, 1.290, -1.398], [3.214, 1.880, 0.475], [-2.201, 5.882, 0.359], [-2.401, -2.023, -3.108], [4.542, 1.594, 0.805], [-0.849, 4.430, -1.011], [1.994, -4.822, 2.501], [-1.178, -0.442, 3.182], [2.100, 1.587, -4.753], [-1.724, -2.523, 0.875], [-5.653, -0.539, -1.626], [4.531, 3.021, -1.540], [-3.557, 4.904, 1.708], [2.701, -5.382, -2.367], [5.253, 1.435, -0.001], [-1.493, -2.427, -3.533], [-3.177, 0.784, 6.254], [0.281, -5.377, 3.679], [4.361, 1.602, 4.190], [-0.827, 0.056, 6.521], [3.583, -3.989, 1.319], [-5.669, -1.557, -3.884], [-2.497, 6.881, 0.657], [-1.234, -4.099, -1.257], [4.068, 2.877, -3.958], [-2.954, -0.024, 2.049], [0.529, 0.619, -3.117], [6.006, 1.290, 2.346], [2.473, -5.788, 2.604], [2.002, 2.093, 3.641], [-2.878, 2.614, 1.004], [0.341, -5.911, -1.826], [0.843, 3.288, 0.804], [-4.239, 0.759, 4.018], [3.493, -3.041, -2.297], [0.451, 2.429, 2.134], [-0.835, -3.197, 3.421], [-0.104, 4.271, -1.786], [2.470, -1.801, 1.051], [-3.544, -0.427, -0.341], [-3.593, -2.518, -4.822], [0.454, -0.732, 4.560], [1.919, -1.220, -1.702], [-0.788, 6.567, -1.113]],
  "mulliken_charge": [0.75, -2.09, -0.24, -0.40, -0.33, 0.11, 1.69, 0.87, -0.05, 0.64, -0.07, -0.89, 0.03, -0.31, -0.43, -0.51, 0.34, 0.82, -0.65, -0.56, -1.05, -0.31, 0.54, -0.22, 1.44, -0.47, -0.79, -0.79, 0.96, 0.15, -0.69, -0.70, -0.63, -0.80, -0.40, -0.59, -0.76, -0.64, -0.74, -0.29, -0.88, -0.95, -0.68, -0.77, -0.85, 0.99, 0.54, -0.57, -1.13, -1.07, -0.05, -0.61, 0.20, 0.35, 0.45, 0.43, 0.59, 0.43, 0.43, 0.55, 0.54, 0.41, 0.43, 0.43, 0.42, 0.46, 0.41, 0.41, 0.47, 0.40, 0.45, -0.28, 0.45, 0.41, 0.43, 0.36, 0.46, 0.37, 0.44, 0.50, 0.25, 0.48, 0.56, 0.44, 0.41, 0.51, 0.51, 0.06, 0.44]
}

[3]
{
  "formula": "C41H56BrN3O2ScSi",
  "method": "the ωB97M-V functional and the def2-TZVPD basis",
  "e_homo_ev": -9.63,
  "orbital_gap_ev": 6.365,
  "relative_energy_ev": 0.000,
  "total_charge": 1,
  "elements": ["Br", "Sc", "Si", "O", "O", "N", "N", "N", "C", "C", "C", "C", "C", "C", "C", "C", "C", "C", "C", "C", "C", "C", "C", "C", "C", "C", "C", "C", "C", "C", "C", "C", "C", "C", "C", "C", "C", "C", "C", "C", "C", "C", "C", "C", "C", "C", "C", "C", "C", "H", "H", "H", "H", "H", "H", "H", "H", "H", "H", "H", "H", "H", "H", "H", "H", "H", "H", "H", "H", "H", "H", "H", "H", "H", "H", "H", "H", "H", "H", "H", "H", "H", "H", "H", "H", "H", "H", "H", "H", "H", "H", "H", "H", "H", "H", "H", "H", "H", "H", "H", "H", "H", "H", "H", "H"],
  "positions_angstrom": [[-2.532, -7.130, 2.020], [-0.361, -0.808, -0.747], [-2.683, 0.740, -1.038], [-0.829, -2.642, -1.572], [-0.804, -2.261, 0.952], [1.193, -0.609, -2.435], [-1.833, -3.928, -3.644], [-2.479, -5.987, -3.460], [2.329, 3.594, 0.370], [-2.209, -3.665, -6.139], [-3.983, -0.521, 1.220], [-4.176, -0.290, -0.285], [-2.012, -4.929, -2.781], [1.579, 0.801, -2.661], [-2.040, -5.729, 0.859], [-1.485, 1.761, 1.309], [1.528, -0.330, 0.341], [3.154, 0.077, 2.125], [-3.799, 0.216, -3.650], [-1.787, -4.835, -1.357], [-2.201, -4.332, -4.922], [4.175, -0.463, 1.354], [3.679, 3.305, 0.220], [-0.658, -2.008, 2.363], [-3.051, -6.384, -5.904], [-2.645, -4.387, -7.233], [-4.158, 2.533, -2.826], [-1.253, -3.648, -0.839], [-1.393, 3.272, -0.612], [1.802, 3.810, 1.636], [-1.570, -4.529, 1.412], [-3.522, 3.037, 0.640], [-1.929, 1.784, -3.606], [-2.170, -5.879, -0.494], [-3.057, -5.722, -7.117], [0.850, -1.223, -3.726], [3.895, -0.909, 0.074], [-5.556, 0.353, -0.477], [-2.613, -5.655, -4.808], [1.867, 0.147, 1.615], [-2.304, 2.272, 0.111], [-1.210, -3.515, 0.565], [4.502, 3.238, 1.336], [2.594, -0.847, -0.414], [3.974, 3.451, 2.602], [2.623, 3.734, 2.752], [-3.178, 1.352, -2.826], [2.324, -1.344, -1.818], [-4.218, -1.696, -0.909], [-3.391, -6.247, -8.001], [-0.504, 1.389, 0.984], [-1.276, 2.584, 2.004], [-5.069, 2.323, -2.267], [1.864, 1.260, -1.716], [-3.372, -7.412, -5.818], [5.556, 3.019, 1.218], [4.694, -1.302, -0.546], [-3.192, 3.884, 1.254], [-1.597, -2.222, 2.871], [3.217, -1.232, -2.446], [-2.673, -3.911, -8.203], [1.659, -1.080, -4.449], [3.368, 0.467, 3.112], [-3.016, -0.987, 1.437], [-5.843, 0.414, -1.527], [5.186, -0.510, 1.738], [-0.506, 2.782, -1.029], [2.059, -2.406, -1.826], [-3.925, 0.546, -4.688], [-1.515, -4.426, 2.485], [-2.219, 2.166, -4.591], [-3.711, 3.434, -2.404], [-4.134, 3.440, -0.168], [-1.484, -3.034, -3.306], [-1.898, -2.633, -6.225], [-1.266, 0.932, -3.772], [0.156, -2.615, 2.758], [-4.781, -0.084, -3.286], [-4.761, -1.201, 1.586], [-0.414, -0.957, 2.458], [-0.054, -0.765, -4.129], [-4.327, -1.689, -1.992], [0.693, -2.292, -3.587], [-5.606, 1.359, -0.060], [-4.053, 0.396, 1.804], [0.743, 1.348, -3.093], [2.217, 3.895, 3.743], [-1.903, 3.798, -1.418], [-1.988, 0.980, 1.879], [4.094, 3.144, -0.767], [-4.165, 2.419, 1.265], [-2.581, -6.801, -0.881], [-6.317, -0.251, 0.030], [-4.451, 2.771, -3.855], [1.688, 3.667, -0.501], [-5.064, -2.257, -0.495], [-2.697, -6.879, -3.050], [-1.040, 4.029, 0.098], [4.616, 3.399, 3.472], [0.752, 4.044, 1.753], [1.110, 0.611, 2.243], [-3.156, -0.673, -3.662], [-3.312, -2.258, -0.669], [-1.357, 2.567, -3.109], [2.428, 0.849, -3.351]],
  "mulliken_charge": [-0.17, -2.79, 0.10, -0.26, 1.05, 1.29, 0.77, -0.01, -0.22, -0.68, -2.15, 2.88, 0.31, -0.80, -0.63, -1.98, 0.77, -1.20, -2.11, 0.81, 0.82, -0.88, -0.49, -1.15, -1.01, -0.71, -1.77, -0.42, -1.69, -0.28, -0.67, -1.85, -1.38, -1.40, -0.50, -1.31, -1.04, -1.98, 0.20, 0.74, 2.76, 1.37, -0.44, 1.24, -0.57, -0.56, 2.67, -1.22, -1.91, 0.41, 0.17, 0.58, 0.30, 0.08, 0.44, 0.42, 0.46, 0.54, 0.51, 0.60, 0.42, 0.42, 0.49, 0.29, 0.34, 0.42, -0.19, 0.33, 0.59, 0.66, 0.65, 0.34, 0.33, -0.51, 0.46, -0.26, 0.26, 0.29, 0.61, 0.13, 0.09, 0.26, 0.37, 0.34, 0.31, 0.14, 0.41, 0.37, 0.19, 0.42, 0.36, 0.44, 0.56, 0.53, 0.48, 0.58, 0.23, 0.58, 0.42, 0.41, 0.32, 0.21, 0.20, 0.30, 0.38]
}

[4]
{
  "formula": "C2H5F2P",
  "method": "the ωB97M-V functional and the def2-TZVPD basis",
  "e_homo_ev": -7.59,
  "orbital_gap_ev": 7.888,
  "relative_energy_ev": 3.423,
  "total_charge": 0,
  "elements": ["P", "F", "F", "C", "C", "H", "H", "H", "H", "H"],
  "positions_angstrom": [[-0.943, 1.337, -0.469], [-0.666, 0.167, 1.625], [-0.688, 2.262, -1.793], [0.279, 0.400, 0.708], [0.812, -0.878, 0.142], [-1.405, 2.232, 0.597], [-2.080, 0.880, -0.991], [1.708, -1.071, 0.766], [0.296, -1.782, 0.025], [1.076, -0.632, -1.004]],
  "mulliken_charge": [0.43, -0.24, -0.27, -0.02, -0.87, 0.11, 0.03, 0.23, 0.36, 0.24]
}